No. 1
The following is a quantum chemistry calculation of a molecular structure, C42H49CdFN3O3PS3, from OMol25.

**Lowest unoccupied orbital energy**: -1.9367 eV
**E_tot**: -3823.35867 a.u.
**Energy above the lowest of the compared OMol25 structures with the same formula, charge and spin**: 26.0 kcal per mole
**Frontier orbital gap**: 3.30 eV

Geometry as ORCA input:
```
! RIJCOSX wB97M-V def2-TZVPD def2/J DEFGRID3
* xyz 0 1
Cd -1.87 1.60 1.36
C -1.73 4.84 3.81
C -1.22 4.58 2.41
C -2.01 4.90 1.30
C -3.44 5.36 1.49
C -1.48 4.81 0.00
C -2.36 5.26 -1.15
C -0.18 4.35 -0.19
C 0.47 4.27 -1.55
C 0.58 3.96 0.93
C 1.99 3.44 0.72
C 0.06 4.06 2.22
C 0.88 3.61 3.40
H -2.18 3.93 4.22
H -2.47 5.63 3.82
H -0.91 5.14 4.46
H -3.51 6.45 1.49
H -3.85 4.98 2.42
H -4.08 4.97 0.69
H -3.20 4.57 -1.29
H -1.82 5.33 -2.09
H -2.78 6.24 -0.93
H 1.25 5.04 -1.64
H -0.23 4.40 -2.36
H 0.95 3.30 -1.69
H 2.49 3.97 -0.10
H 1.97 2.38 0.47
H 2.60 3.57 1.61
H 1.58 4.40 3.71
H 1.45 2.71 3.16
H 0.24 3.36 4.25
S -6.08 -0.28 1.72
C -4.57 0.39 1.54
S -4.35 2.10 1.38
S -3.15 -0.60 1.53
C 2.37 -3.85 4.82
C 0.93 -3.91 4.33
N 0.63 -2.82 3.41
C 0.09 -1.67 3.92
C -0.10 -0.51 3.25
C -0.75 0.62 4.08
O -0.66 0.48 5.30
O -1.31 1.56 3.45
C 0.34 -0.42 1.89
O 0.25 0.58 1.15
C 0.91 -1.65 1.34
C 1.29 -1.67 0.00
C 1.78 -2.81 -0.57
F 2.14 -2.76 -1.89
C 1.91 -4.00 0.14
C 1.54 -3.98 1.48
C 1.04 -2.83 2.10
N 2.36 -5.22 -0.42
C 2.20 -5.51 -1.82
C 3.42 -5.13 -2.67
N 4.64 -5.77 -2.06
C 4.81 -5.37 -0.62
C 3.56 -5.82 0.14
H 2.57 -4.64 5.55
H 2.56 -2.89 5.31
H 3.07 -3.95 3.99
H 0.25 -3.83 5.17
H 0.72 -4.87 3.85
H -0.22 -1.71 4.96
H 1.19 -0.76 -0.58
H 1.60 -4.92 2.02
H 1.33 -5.00 -2.22
H 2.03 -6.59 -1.93
H 3.57 -4.06 -2.66
H 3.32 -5.48 -3.69
H 5.47 -5.52 -2.60
H 4.53 -6.78 -2.10
H 4.90 -4.29 -0.58
H 5.71 -5.83 -0.23
H 3.66 -5.55 1.18
H 3.48 -6.92 0.08
C -3.70 1.06 -1.89
P -1.88 0.98 -1.69
C -1.64 -0.76 -2.24
C -1.79 -1.18 -3.56
C -1.69 -2.52 -3.89
C -1.42 -3.47 -2.90
C -1.25 -3.06 -1.59
C -1.36 -1.71 -1.26
C -1.31 1.85 -3.21
C -2.08 2.81 -3.85
C -1.57 3.52 -4.93
C -0.28 3.28 -5.38
C 0.50 2.31 -4.74
C -0.01 1.61 -3.67
H -4.07 2.04 -1.58
H -4.13 0.32 -1.22
H -3.99 0.84 -2.92
H -2.00 -0.46 -4.34
H -1.82 -2.84 -4.91
H -1.36 -4.52 -3.16
H -1.06 -3.79 -0.80
H -1.26 -1.40 -0.23
H -3.09 3.01 -3.52
H -2.18 4.27 -5.42
H 0.12 3.83 -6.22
H 1.51 2.13 -5.08
H 0.60 0.87 -3.17
*
```

These are the Mulliken partial charges, in e, on atoms 1 to 2: 2.5800 -2.4895

No. 2
The following is a quantum chemistry calculation of 2 unconnected molecules or ions with the total composition C9H14 at a distorted geometry, from OMol25.

**SMILES**: Cc1ccccc1.CC
**Lowest unoccupied orbital energy**: 0.9872 eV
**E_tot**: -351.29294 a.u.
**Energy above the lowest of the compared OMol25 structures with the same formula, charge and spin**: 23.4 kcal per mole
**Frontier orbital gap**: 10.00 eV

Geometry as ORCA input:
```
! RIJCOSX wB97M-V def2-TZVPD def2/J DEFGRID3
* xyz 0 1
C 0.47 -0.10 2.45
C 1.41 1.72 1.03
C 0.92 0.39 1.13
C 1.73 2.20 -0.23
C 1.63 1.41 -1.39
C 1.09 -0.44 0.04
C 1.40 0.08 -1.21
H 1.56 2.35 1.89
H 1.79 3.28 -0.37
H 1.31 -0.31 3.14
H -0.19 -0.95 2.50
H 1.54 1.89 -2.35
H 0.81 -1.48 0.19
H 1.24 -0.58 -2.06
H -0.04 0.66 3.06
C -1.94 -1.92 -1.27
C -2.30 -0.54 -0.73
H -2.06 -2.63 -0.44
H -2.30 -2.40 -2.18
H -0.85 -2.06 -1.31
H -3.03 -0.73 0.05
H -1.46 0.06 -0.42
H -2.70 0.11 -1.52
*
```

These are the Mulliken partial charges, in e, on atoms 1 to 2: -1.6409 -0.5968

No. 3
The following is a quantum chemistry calculation of a molecular structure, H4KO2, from OMol25.

**Lowest unoccupied orbital energy**: -3.8600 eV
**E_tot**: -752.63757 a.u.
**Energy above the lowest of the compared OMol25 structures with the same formula, charge and spin**: 1.3 kcal per mole
**Frontier orbital gap**: 12.17 eV

Geometry as ORCA input:
```
! RIJCOSX wB97M-V def2-TZVPD def2/J DEFGRID3
* xyz 1 1
K 1.84 -19.32 1.38
O 2.69 -18.48 4.08
H 3.10 -19.14 4.66
H 3.14 -17.65 4.28
O 2.89 -21.82 0.47
H 2.88 -22.78 0.36
H 3.71 -21.53 0.04
*
```

These are the Mulliken partial charges, in e, on atoms 1 to 2: 0.9388 -0.6316